Entry 1:
30
Properties=species:S:1:pos:R:3 method="wB97M-V/def2-TZVPD" homo_ev=-14.06 total_charge=+1 lumo_energy_ev=-3.285 total_energy_ha=-669.3830 homo_lumo_gap_ev=10.8
C 3.02 1.30 1.02
C 2.25 1.36 -1.25
N 2.11 0.95 -0.07
H 3.98 0.82 0.89
H 2.55 1.12 1.97
H 3.29 2.36 0.98
H 2.97 2.14 -1.51
H 1.66 1.19 -2.14
H 1.49 0.14 0.17
H -0.48 2.91 -1.01
H -0.85 1.64 -1.77
O -0.25 2.39 -1.78
H -3.36 -2.71 -0.51
H -3.84 -1.44 0.34
O -3.10 -1.94 0.01
H -2.13 1.51 0.89
H -2.10 2.99 1.23
O -2.12 2.38 0.49
H -0.68 -3.88 -0.58
H -1.14 -2.35 -0.24
O -0.49 -2.94 -0.63
H -1.40 -0.26 3.11
H -1.99 -1.23 2.12
O -1.19 -0.71 2.29
H 0.70 -1.62 1.69
H 1.61 -2.19 0.63
O 1.33 -1.35 1.02
H -1.29 -0.47 -2.53
H -0.19 -1.54 -2.34
O -0.33 -0.59 -2.51

=====

Entry 2:
34
Properties=species:S:1:pos:R:3 method="wB97M-V/def2-TZVPD" homo_ev=-3.57 total_charge=-1 lumo_energy_ev=1.988 total_energy_ha=-1859.8536 homo_lumo_gap_ev=5.6
O -0.78 -0.58 -0.03
V 0.62 0.18 0.14
O 1.23 0.25 -1.33
C -0.29 3.19 -0.84
O -0.05 2.19 0.03
H 0.43 4.03 -0.79
H -0.29 2.86 -1.90
H -1.29 3.61 -0.63
C 0.08 -0.46 3.32
O 0.21 0.47 2.32
H 0.79 -0.23 4.14
H -0.91 -0.37 3.81
H 0.25 -1.49 2.96
O -3.01 1.63 1.44
H -3.80 1.52 1.99
H -3.07 0.92 0.78
O -3.61 -0.91 0.21
H -3.34 -0.96 -0.71
H -3.05 -1.56 0.64
O -0.60 -3.13 -1.77
H -0.83 -3.43 -0.89
H 0.37 -3.09 -1.76
O 2.00 -1.43 0.83
H 2.37 -1.94 0.09
H 2.01 -2.00 1.61
O -0.58 1.51 -4.00
H -1.48 1.74 -3.78
H -0.06 1.86 -3.26
O 2.25 -2.63 -1.71
H 2.63 -1.98 -2.31
H 2.75 -3.44 -1.85
O 2.68 1.16 0.92
H 3.32 0.51 1.22
H 3.04 2.02 1.13

=====

Entry 3:
38
Properties=species:S:1:pos:R:3 method="wB97M-V/def2-TZVPD" homo_ev=-10.65 lumo_energy_ev=0.171 smiles="O=CNC=O.O.O.O.O.O.O.O.O.O.O" total_energy_ha=-1047.6416 homo_lumo_gap_ev=10.8
O -1.95 1.83 1.09
C -2.68 0.95 0.81
N -2.50 0.10 -0.24
C -1.28 -0.19 -0.82
O -0.24 -0.09 -0.23
H -3.67 0.78 1.25
H -3.25 -0.50 -0.47
H -1.36 -0.62 -1.82
H -0.83 -3.95 0.43
H -0.12 -3.14 -0.73
O -0.75 -3.00 0.05
H 3.00 -0.09 -0.04
H 1.54 -0.32 -0.02
O 2.32 -0.84 0.05
H 3.29 1.96 2.56
H 2.21 1.26 1.79
O 2.93 1.97 1.62
H 0.81 3.10 0.45
H -0.67 2.63 0.21
O 0.10 3.14 -0.16
H 0.19 3.04 -3.20
H 0.10 2.69 -1.69
O -0.17 2.37 -2.57
H 1.24 -1.76 -2.77
H 1.61 -2.12 -1.28
O 1.21 -2.53 -2.08
H -1.86 -0.31 3.46
H -1.18 -1.40 2.55
O -1.75 -0.58 2.61
H 0.48 -0.50 2.43
H -0.10 0.82 2.02
O 0.77 0.42 2.25
H 1.45 -2.21 2.14
H 0.23 -2.54 1.37
O 0.46 -2.30 2.27
H 0.58 -0.33 -3.87
H 1.88 -0.01 -3.92
O 1.38 -0.65 -4.32

=====

Entry 4:
38
Properties=species:S:1:pos:R:3 method="wB97M-V/def2-TZVPD" homo_ev=-5.54 total_charge=-1 lumo_energy_ev=2.496 total_energy_ha=-918.8505 homo_lumo_gap_ev=8.0
C 19.56 13.18 12.59
C 18.88 12.84 11.32
O 18.02 13.75 10.74
H 18.84 13.43 13.37
H 20.00 14.17 12.55
H 20.37 12.55 12.98
H 18.32 11.98 11.54
H 19.66 12.68 10.55
O 16.26 12.51 14.05
H 16.29 13.47 14.19
H 17.13 12.14 14.04
O 16.49 11.82 9.35
H 16.16 11.04 9.82
H 16.77 12.38 10.06
O 18.68 10.41 14.03
H 19.60 10.51 13.87
H 18.51 10.47 15.02
O 19.96 14.93 9.13
H 20.34 14.11 8.79
H 19.27 14.68 9.81
O 21.52 11.23 10.76
H 21.83 11.71 9.99
H 20.65 11.56 11.03
O 17.17 14.99 8.31
H 17.44 15.87 8.45
H 17.47 14.50 9.06
O 15.53 13.94 11.50
H 16.46 13.69 11.49
H 15.09 13.12 11.67
O 18.05 16.32 11.70
H 18.77 16.55 12.23
H 18.07 15.40 11.45
O 18.93 9.13 11.37
H 18.94 9.72 10.59
H 18.68 9.61 12.14
O 20.99 12.42 8.27
H 21.38 12.25 7.34
H 20.05 12.41 8.17

=====

Entry 5:
45
Properties=species:S:1:pos:R:3 method="wB97M-V/def2-TZVPD" homo_ev="-10.28 / -10.28" lumo_energy_ev="-0.807 / -6.625" total_energy_ha=-1200.9116 homo_lumo_gap_ev="9.5 / 3.7" multiplicity=2
C -0.32 3.72 -0.40
N -1.16 2.62 -0.86
C -0.95 1.33 -0.20
O -1.70 0.39 -0.42
O 0.11 1.24 0.47
H 0.21 3.98 -1.25
H 0.52 3.30 0.31
H -0.65 4.61 0.19
H -2.14 2.80 -0.83
H -0.08 -0.01 3.66
H 0.86 1.25 4.03
O 0.86 0.26 3.96
H 2.12 -0.81 1.74
H 1.49 0.33 0.89
O 2.10 -0.44 0.94
H -3.49 0.53 0.16
H -4.74 -0.04 -0.66
O -4.49 0.71 0.02
H -1.48 -0.33 2.37
H -1.67 -1.67 3.15
O -1.44 -0.77 3.19
H 4.21 -0.07 0.89
H 3.87 1.33 0.76
O 4.59 0.85 0.98
H 0.09 1.37 -2.96
H -1.40 0.94 -2.70
O -0.76 1.03 -3.43
H 0.20 -1.17 -2.93
H 0.54 -2.60 -2.47
O 0.90 -1.77 -2.53
H -2.87 -1.14 -0.34
H -2.54 -2.46 0.38
O -3.16 -2.05 -0.16
H 1.55 1.66 -0.15
H 2.70 1.45 -1.05
O 2.46 1.96 -0.40
H 3.48 -1.62 -0.50
H 2.66 -1.54 -1.57
O 3.53 -1.74 -1.44
H -2.05 -3.97 -1.67
H -1.32 -3.54 -0.30
O -1.27 -3.99 -1.14
H 0.27 -1.16 0.84
H 0.34 -2.58 0.29
O 0.02 -2.17 1.12

=====

Entry 6:
45
Properties=species:S:1:pos:R:3 method="wB97M-V/def2-TZVPD" homo_ev=-12.60 total_charge=+1 lumo_energy_ev=-8.839 total_energy_ha=-1224.7064 homo_lumo_gap_ev=3.8
Hg 1.51 -4.04 1.23
C 0.26 0.55 -0.01
C 0.24 -1.00 -0.03
O 1.35 -1.85 0.29
H 1.19 1.11 -0.09
H -0.17 0.95 0.91
H -0.38 1.02 -0.76
H -0.15 -1.13 -1.04
H -0.62 -1.34 0.56
O -0.59 -4.37 0.43
H -0.62 -5.14 -0.14
H -1.39 -3.88 0.20
O 1.68 1.83 -3.30
H 2.33 1.46 -2.70
H 1.47 2.69 -2.92
O -1.59 -1.54 -3.03
H -1.09 -1.76 -2.24
H -2.00 -0.70 -2.82
O -0.71 4.05 1.68
H -1.03 4.89 2.02
H -1.47 3.48 1.69
O 3.46 1.20 -1.40
H 4.41 1.25 -1.33
H 3.18 0.71 -0.63
O -3.24 1.09 0.74
H -3.84 1.17 1.48
H -2.39 0.89 1.14
O -2.99 0.45 -2.12
H -3.06 0.63 -1.18
H -2.92 1.32 -2.53
O 2.70 -2.06 -2.30
H 2.23 -2.09 -1.46
H 3.25 -1.28 -2.23
O -2.00 2.26 3.40
H -1.07 2.04 3.27
H -2.16 2.08 4.32
O -3.07 -2.39 -0.80
H -3.32 -1.81 -0.08
H -2.99 -1.80 -1.55
O 3.77 -0.60 1.03
H 4.53 -1.12 0.77
H 3.02 -1.10 0.73
O 1.07 1.35 3.71
H 1.81 1.95 3.78
H 1.43 0.56 3.31

=====

Short version: energy above the lowest of the compared OMol25 structures with the same formula, charge and spin = 41.7; 2.2; 0.0; 114.9; 81.5; 250.4 kJ/mol, in the order given.